1.
A structure of composition C11H9CuNO4 in a non-equilibrium geometry, computed with ωB97M-V/def2-TZVPD.

```
26
Properties=species:S:1:pos:R:3
Cu 1.345 -0.429 0.039
C 1.833 -2.029 1.302
O 1.456 -3.052 1.683
C 3.082 0.215 -0.222
O 4.228 0.202 -0.279
C 1.173 1.265 1.850
O 1.672 1.944 2.649
C 1.356 -1.213 -1.750
O 1.671 -1.604 -2.799
C 0.221 3.256 -1.879
H -0.376 2.708 -2.621
H -0.307 3.630 -0.991
C 1.544 3.443 -2.040
H 2.145 3.971 -1.287
H 2.076 3.056 -2.921
C -3.231 -1.714 1.116
C -2.802 -1.618 -0.203
C -1.477 -1.253 -0.501
N -0.592 -0.974 0.480
C -0.983 -1.085 1.766
C -2.312 -1.378 2.102
H -4.261 -1.991 1.346
H -3.482 -1.835 -1.020
H -1.121 -1.196 -1.542
H -0.252 -0.933 2.576
H -2.604 -1.385 3.145
```

⟨S²⟩: 0.76
Spin multiplicity: 2
Molar mass: 282.74 g mol⁻¹
Total charge: +2
HOMO energy (spin up / spin down): -15.92 / -15.88 eV
Lowest unoccupied orbital energy (spin up / spin down): -0.3307 / -0.4230 Eh
Orbital gap (spin up / spin down): 6.9 / 4.4 eV

=====

2.
A structure of composition C17H31BeF5P2 in a non-equilibrium geometry, computed with ωB97M-V/def2-TZVPD.

```
56
Properties=species:S:1:pos:R:3
P 0.083 -1.927 1.499
P 0.199 1.628 1.335
C -0.141 -0.863 0.010
C 0.674 0.456 -0.013
H -1.212 -0.637 -0.134
H 0.200 -1.514 -0.794
H 1.760 0.259 0.062
H 0.502 1.012 -0.937
C -1.355 2.422 0.819
H -1.559 3.283 1.476
H -2.197 1.724 0.929
H -1.305 2.763 -0.224
C 1.377 2.965 1.616
H 1.371 3.678 0.778
H 2.396 2.555 1.734
H 1.121 3.505 2.547
C -1.148 -3.230 1.359
H -0.915 -3.945 2.157
H -1.115 -3.741 0.384
H -2.151 -2.816 1.527
C 1.689 -2.745 1.140
H 2.540 -2.072 1.300
H 1.714 -3.116 0.109
H 1.790 -3.601 1.822
Be -0.185 0.006 2.599
C 0.654 1.594 -3.026
C -0.669 1.589 -2.806
C -1.640 0.831 -3.665
C -1.263 -0.628 -4.057
C -0.522 -1.390 -3.007
C 0.818 -1.436 -2.933
C 1.721 -0.628 -3.817
C 1.333 0.851 -4.135
C 1.174 -0.646 3.536
H 1.317 2.225 -2.440
H -1.119 2.275 -2.083
H -1.821 1.392 -4.598
H -2.593 0.774 -3.125
H -2.217 -1.157 -4.227
H -0.705 -0.629 -5.011
H -1.154 -1.981 -2.346
H 1.328 -2.204 -2.338
H 1.866 -1.154 -4.777
H 2.703 -0.589 -3.328
H 2.292 1.368 -4.317
H 0.750 0.897 -5.074
H 1.374 0.176 4.238
H 2.113 -0.972 3.066
H 0.725 -1.484 4.079
F -2.646 0.457 3.226
C -1.416 0.821 3.750
F -1.381 2.221 3.754
C -1.317 0.424 5.229
F -1.279 -0.922 5.425
F -0.193 0.989 5.753
F -2.367 0.887 5.958
```

Molar mass: 401.38 g mol⁻¹
HOMO energy: -7.00 eV
Lowest unoccupied orbital energy: 0.0150 Eh
Orbital gap: 7.4 eV

=====

3.
The ion C9H10N3 with charge +1 in a non-equilibrium geometry, computed with ωB97M-V/def2-TZVPD.

```
22
Properties=species:S:1:pos:R:3
C 1.930 -1.679 1.159
C 1.277 -2.252 2.326
C 1.171 -0.820 0.407
C -0.062 -0.446 0.970
C 0.021 -0.723 -1.748
C -1.126 -0.395 -1.114
C 0.418 1.252 -0.733
C 1.128 -0.167 -0.992
C -0.753 0.526 -0.023
N 0.126 -1.848 2.720
N -0.575 -0.987 2.044
N -1.837 1.339 0.635
H 2.911 -2.037 0.820
H 1.794 -3.088 2.879
H 0.010 -1.560 -2.464
H -2.211 -0.762 -1.395
H 0.904 2.051 -0.187
H 0.241 1.731 -1.683
H 2.216 -0.088 -1.431
H -2.854 0.940 0.573
H -1.548 2.318 0.438
H -1.582 1.192 1.634
```

Molar mass: 160.20 g mol⁻¹
Total charge: +1
HOMO energy: -12.64 eV
Lowest unoccupied orbital energy: -0.1299 Eh
Structure (SMILES): [NH3+][C@@]12C=C[C@@H](C1)c1ccnnc12
Orbital gap: 9.1 eV